Below is 2 unconnected molecules or ions with the total composition C3H11N2, with properties calculated with ωB97M-V/def2-TZVPD.

```
16
Properties=species:S:1:pos:R:3:forces:R:3:nbo_charge:R:1
C 0.0742 1.8299 -0.7994 -0.3383 -0.7414 0.5193 -0.59
C 0.6139 3.0018 -0.0079 0.0708 0.5099 -0.0652 -0.61
H -1.0115 1.8616 -0.9130 0.0647 0.2408 -0.2419 0.21
H 0.2460 0.8987 -0.2414 0.1309 -0.0080 0.0882 0.14
H 0.5478 1.6942 -1.7673 -0.0261 0.2406 -0.1692 0.21
H 0.1493 3.1318 0.9689 -0.0547 -0.3358 0.0454 0.21
H 1.6906 2.9145 0.1415 -0.0304 0.0793 -0.0218 0.21
H 0.4102 3.9392 -0.5249 0.1763 -0.0085 -0.1505 0.22
N 0.6496 -1.9079 -0.0055 0.1012 -0.0274 0.1314 -0.69
C -0.6159 -2.1807 0.1179 -0.1492 0.0967 0.4664 0.41
N -1.0664 -3.1641 0.8673 -0.5288 0.2144 0.2815 -0.71
H 1.3061 -2.4916 0.4972 0.2940 0.2120 -0.2273 0.43
H 0.9881 -1.1140 -0.5436 -0.1658 -0.2244 0.1867 0.46
H -1.3532 -1.5412 -0.3523 0.1158 -0.1545 -0.4351 0.24
H -2.0624 -3.3264 0.9025 -0.0023 0.0943 -0.0495 0.44
H -0.5665 -3.5458 1.6600 0.3421 -0.1881 -0.3585 0.43
```
Positions in Å, forces in eV/Å.

Output
HOMO-LUMO gap = 10.755 eV
Spin multiplicity = 1
Total charge = +1
E_HOMO = -14.850 eV

Below is 2 unconnected molecules or ions with the total composition C3H11N2 at a distorted geometry, with properties calculated with ωB97M-V/def2-TZVPD.

```
16
Properties=species:S:1:pos:R:3:forces:R:3:nbo_charge:R:1
C 2.1221 -0.1038 -0.1157 0.7211 0.4303 0.5218 -0.43
N 1.1854 0.9055 -0.7351 -0.7614 -1.2166 1.9023 -0.72
H 2.7988 0.4357 0.5481 0.0621 -0.0382 -0.2057 0.24
H 2.7225 -0.6651 -0.8370 -0.4302 0.2119 0.0134 0.25
H 1.5438 -0.7458 0.5387 -0.0551 -0.3130 -0.2732 0.22
H 0.2069 0.5989 -0.3228 0.9837 0.7630 -1.7005 0.49
H 1.4103 1.8463 -0.4274 0.1000 0.1541 -0.4899 0.44
H 1.1010 0.7836 -1.7368 0.0200 0.4136 -0.1251 0.44
C -1.5185 -0.4176 1.5911 0.1844 0.1057 -0.4642 -0.44
C -1.9614 -0.0749 0.3923 -0.6497 0.1895 -0.7852 -0.03
N -1.1812 -0.2647 -0.8481 -0.9581 -1.1974 1.8182 -0.89
H -0.5499 -0.9070 1.6871 -0.1060 0.1555 0.2800 0.19
H -2.1292 -0.2360 2.4654 0.1268 -0.1871 -0.0321 0.25
H -2.9821 0.2732 0.2253 0.3726 0.2887 0.2059 0.22
H -0.9987 -1.2660 -0.7577 0.4098 0.0768 -0.7240 0.39
H -1.7698 -0.1623 -1.6674 -0.0200 0.1633 0.0584 0.41
```
Positions in Å, forces in eV/Å.

Output
HOMO-LUMO gap = 10.279 eV
Spin multiplicity = 1
Total charge = +1
E_HOMO = -13.523 eV

Below is a gas-phase ion, C3H11N2 (charge +1) at a distorted geometry, with properties calculated with ωB97M-V/def2-TZVPD.

```
16
Properties=species:S:1:pos:R:3:forces:R:3:nbo_charge:R:1
N 0.8108 -0.4122 -1.4403 0.7847 0.2413 0.3965 -0.88
C -0.5986 -0.2209 -1.1998 -2.0496 -1.2606 -0.8617 -0.26
C -1.0090 -0.3947 0.2772 0.4781 -0.6681 0.0709 -0.45
C 0.1654 -0.1608 1.2349 -1.4442 -0.3016 -0.1456 -0.24
N 0.7110 1.2137 0.9570 1.3977 -0.1345 0.3183 -0.71
H 1.0225 -1.3495 -1.1283 0.5360 -0.1195 -0.3164 0.37
H 1.1458 -0.2905 -2.4057 -0.6420 -0.1504 0.6448 0.41
H -0.9652 0.6758 -1.7212 0.1574 -0.0596 0.6061 0.21
H -1.2147 -1.0600 -1.5748 0.3150 0.4956 -0.9685 0.20
H -1.3510 -1.4273 0.5125 0.6705 0.1961 -0.5412 0.24
H -1.9764 0.0841 0.4940 0.7117 0.8148 0.1917 0.25
H -0.3234 -0.3088 2.1946 0.7562 0.8432 0.6362 0.25
H 0.9646 -0.8978 1.1612 -0.0714 0.2546 -0.2961 0.23
H 1.5382 1.4673 1.5365 -0.8847 -0.1682 0.0339 0.45
H -0.0556 1.8735 1.1280 0.5133 0.2348 -0.4699 0.45
H 1.1355 1.2079 -0.0259 -1.2288 -0.2179 0.7010 0.48
```
Positions in Å, forces in eV/Å.

Output
HOMO-LUMO gap = 10.312 eV
Spin multiplicity = 1
Total charge = +1
E_HOMO = -13.743 eV
SMILES = NCCC[NH3+]

Below is 2 unconnected molecules or ions with the total composition C3H11N2 at a distorted geometry, with properties calculated with ωB97M-V/def2-TZVPD.

```
16
Properties=species:S:1:pos:R:3:forces:R:3:nbo_charge:R:1
C -1.1011 -0.8679 -1.2144 2.0258 -0.9401 -0.6647 -0.63
C -0.1475 -2.1000 -1.1107 -0.8900 -0.0736 0.3543 -0.61
H -0.5817 -0.0514 -1.7271 -0.0473 0.2699 0.4182 0.20
H -1.8443 -1.1725 -1.9438 -0.7669 0.1987 0.6351 0.25
H -1.4106 -0.6313 -0.2014 -0.7622 0.2971 -0.2043 0.17
H 0.0316 -2.4742 -2.1142 0.2887 -0.1661 0.0843 0.23
H -0.6832 -2.8603 -0.5338 0.0005 -0.1616 -0.3447 0.22
H 0.7910 -2.0092 -0.5588 0.1097 0.5364 -0.2530 0.19
N 1.7642 1.6698 1.2724 0.3377 0.3176 0.4235 -0.70
C 0.6397 1.0638 1.0161 -0.7683 1.2357 -1.2299 0.39
N -0.5145 1.6665 1.2118 0.3524 -0.3562 0.6235 -0.70
H 1.7508 2.6169 1.6353 0.0399 -0.1981 0.1175 0.42
H 2.6835 1.2956 1.1085 -0.0811 -0.3912 -0.1977 0.45
H 0.5658 0.1893 0.3829 0.5135 -0.5384 0.4737 0.25
H -1.3553 1.1556 1.0075 -0.2426 0.0663 -0.1037 0.44
H -0.5884 2.5094 1.7697 -0.1098 -0.0965 -0.1320 0.42
```
Positions in Å, forces in eV/Å.

Output
HOMO-LUMO gap = 11.217 eV
Spin multiplicity = 1
Total charge = +1
E_HOMO = -15.260 eV

Below is 2 unconnected molecules or ions with the total composition C3H11N2 at a distorted geometry, with properties calculated with ωB97M-V/def2-TZVPD.

```
16
Properties=species:S:1:pos:R:3:forces:R:3:nbo_charge:R:1
C 0.5874 1.1726 2.4039 -0.9962 -0.7905 -1.4941 0.04
N 0.8657 0.2891 1.5282 0.5224 0.1368 0.6043 -0.69
H 1.2102 1.4253 3.2266 0.4248 0.1352 0.7590 0.19
H -0.3819 1.6401 2.2637 0.1269 0.5164 0.3120 0.18
H 0.3636 0.1380 -0.1202 -0.0914 -0.5476 0.2280 0.47
H 1.7390 -0.1855 1.7623 0.1033 0.0953 -0.1589 0.37
C -1.5847 -0.0204 -0.8002 -0.3746 0.7549 -0.3771 -0.42
N -0.1183 -0.0528 -1.0432 -0.2056 0.1714 -0.0966 -0.53
C 0.3289 -1.2902 -1.7626 1.0007 0.2019 0.5340 -0.42
H -1.8712 0.9827 -0.4811 0.1348 -0.0905 0.1475 0.23
H -1.9055 -0.7369 -0.0550 0.2809 -0.2307 0.0321 0.24
H -2.0829 -0.1895 -1.7511 -0.0766 -0.2142 0.0388 0.23
H 0.1172 0.7465 -1.6230 -0.0782 0.1070 -0.1268 0.42
H -0.5222 -1.9293 -1.9254 -0.1361 -0.0978 -0.3634 0.23
H 0.8650 -0.9764 -2.6529 -0.4236 -0.1917 -0.3295 0.24
H 1.0735 -1.8286 -1.1780 -0.2114 0.0441 0.2909 0.24
```
Positions in Å, forces in eV/Å.

Output
HOMO-LUMO gap = 12.215 eV
Spin multiplicity = 1
Total charge = +1
E_HOMO = -15.127 eV

Below is 2 unconnected molecules or ions with the total composition C3H11N2O at a distorted geometry, with properties calculated with ωB97M-V/def2-TZVPD.

```
17
Properties=species:S:1:pos:R:3:forces:R:3:mulliken_spin:R:1
C 1.6892 -1.2719 0.0046 2.0027 -1.6031 1.1913 0.00
C 0.4942 -1.2377 -0.8975 -1.5049 1.0475 -0.1908 -0.01
N 0.0382 0.1582 -1.0375 1.9454 0.6124 -0.6287 0.11
C -1.1672 0.6470 -0.5946 -1.0603 -2.2100 0.4433 0.72
N -1.3881 1.9966 -0.5054 0.2947 0.0692 -0.6791 0.11
H 2.6521 -0.9631 -0.4197 -0.3713 0.0912 -0.6423 0.00
H 1.9397 -2.2723 0.4141 -0.3330 -0.0778 -0.7095 0.00
H 1.6798 -0.7409 0.9484 -0.8689 0.6525 -0.2724 0.00
H -0.3741 -1.8024 -0.5367 0.3371 -0.1566 0.2721 0.00
H 0.6859 -1.6040 -1.9109 0.3235 -0.2366 0.2369 0.00
H 0.8369 0.7272 -0.7606 -0.3372 0.2974 0.0009 0.02
H -1.9323 -0.0866 -0.3749 -0.0843 0.3855 0.0435 0.03
H -0.5833 2.5549 -0.7329 -0.4626 0.5468 0.3704 0.00
H -2.1659 2.2990 0.0458 0.3496 0.4662 0.1352 0.00
H 0.1220 -1.0677 2.5178 -0.0285 -0.3656 0.1266 0.00
H -0.1117 0.3618 2.9833 -0.0277 -0.0720 -0.1336 0.00
O 0.0944 -0.1663 2.2015 -0.1744 0.5529 0.4362 0.01
```
Positions in Å, forces in eV/Å.

Output
HOMO-LUMO gap (spin up / spin down) = 4.838 / 9.173 eV
Spin multiplicity = 2
<S²> = 0.75
E_HOMO (spin up / spin down) = -4.133 / -8.507 eV

Below is 2 unconnected molecules or ions with the total composition C3H11N2O at a distorted geometry, with properties calculated with ωB97M-V/def2-TZVPD.

```
17
Properties=species:S:1:pos:R:3:forces:R:3:nbo_charge:R:1
C 0.2490 -0.9155 1.3600 0.0164 0.0511 0.2251 -0.43
N 0.3656 0.3907 0.6232 -0.4446 -0.6339 0.9770 -0.56
C 1.7733 0.7559 0.4028 0.8312 1.8604 -0.8185 0.08
O 1.8328 2.1120 -0.0378 -0.2541 -1.0772 0.7923 -0.68
H 0.7364 -1.7126 0.7949 -0.0001 0.2389 0.1004 0.24
H -0.7899 -1.1720 1.5233 -0.2233 0.0805 -0.2611 0.24
H 0.6859 -0.7915 2.3558 0.1870 -0.0856 -0.3338 0.24
H -0.0234 1.1162 1.2195 -0.1308 0.2407 0.0513 0.43
H 2.3141 0.7150 1.3605 -0.2048 -0.1518 -0.4634 0.21
H 2.2073 0.1175 -0.3641 -0.0422 -0.4130 0.2504 0.20
H 1.3963 2.1734 -0.8915 0.1241 0.1486 -0.3256 0.48
C -2.4088 -0.7310 -1.3740 2.6353 0.7734 -0.4253 0.03
N -1.2337 -0.1834 -1.5841 -2.8266 -0.8157 -0.7668 -0.70
H -2.9507 -1.3110 -2.0972 -0.1580 0.1224 -0.7476 0.19
H -2.8960 -0.7121 -0.4187 0.2081 0.1779 0.7126 0.17
H -0.2225 0.3685 -0.2580 0.1539 -0.2795 -0.1821 0.47
H -1.0358 -0.2202 -2.6148 0.1285 -0.2373 1.2153 0.38
```
Positions in Å, forces in eV/Å.

Output
HOMO-LUMO gap = 12.071 eV
Spin multiplicity = 1
Total charge = +1
E_HOMO = -15.337 eV

Below is a molecular structure, C3H11N2O at a distorted geometry, with properties calculated with ωB97M-V/def2-TZVPD.

```
17
Properties=species:S:1:pos:R:3:forces:R:3:nbo_charge:R:1
C 0.3897 -1.1756 -1.1169 -1.0079 1.8271 5.6970 -0.59
C -0.3045 1.0259 -0.1834 -1.8101 0.5821 -0.2410 -0.29
C -0.2884 -0.4377 0.2825 1.1372 -3.7377 -1.8543 0.40
N -1.4887 -1.0137 0.8342 -0.9333 4.0830 -2.1092 -0.86
N 0.9757 1.6023 0.3480 -1.2266 -0.6785 -1.0787 -0.77
O 0.6200 -0.5186 1.4224 1.8423 0.4049 -1.3937 -0.67
H 0.5734 -2.1400 -0.8875 0.8043 -3.3219 0.7539 0.22
H 1.2849 -0.6808 -1.2640 1.5739 1.1158 -1.1700 0.20
H -0.3990 -1.1570 -1.7468 -2.0156 0.6453 -2.6282 0.22
H -1.1991 1.4049 0.3565 0.6126 0.7655 -0.6243 0.23
H -0.3364 1.1968 -1.3432 -0.3879 -0.6012 2.4256 0.25
H -1.6412 -1.9694 1.0256 0.5332 -1.2419 -0.3487 0.42
H -2.2097 -0.6052 0.2203 -0.3499 -0.9001 0.9207 0.38
H 1.5058 1.7079 -0.5009 1.0425 0.0458 0.0802 0.42
H 1.1592 0.5323 1.0348 0.4191 1.0896 0.8108 0.49
H 0.7894 2.5484 0.6636 0.3034 -0.1161 0.6892 0.44
H 0.1601 -0.4179 2.2655 -0.5371 0.0382 0.0708 0.53
```
Positions in Å, forces in eV/Å.

Output
HOMO-LUMO gap = 10.911 eV
Spin multiplicity = 1
Total charge = +1
E_HOMO = -14.130 eV

Below is 2 unconnected molecules or ions with the total composition C3H11N2O at a distorted geometry, with properties calculated with ωB97M-V/def2-TZVPD.

```
17
Properties=species:S:1:pos:R:3:forces:R:3:nbo_charge:R:1
C -2.3748 0.3195 -0.3992 -0.3839 -0.3679 0.7454 -0.67
C -0.8931 0.5189 -0.4228 -0.9554 -0.4593 -0.5269 0.22
C -0.0760 -0.4982 -0.6564 0.4851 0.7041 0.3436 -0.11
N 1.3582 -0.2242 -0.5254 0.8837 0.0705 -1.4385 -0.72
N -0.3749 1.8078 -0.1252 0.5240 -0.1567 0.2158 -0.89
H -2.6556 0.3348 0.6594 -0.1555 0.3153 0.0147 0.24
H -2.7455 -0.6487 -0.7263 0.4158 -0.1543 -0.3179 0.24
H -2.9581 1.0774 -0.9088 0.1911 0.3037 -0.1093 0.24
H -0.3660 -1.4986 -0.9127 0.0171 -0.1673 -0.0111 0.24
H 1.8405 -0.2732 -1.4385 -0.2495 -0.4156 0.2990 0.43
H 1.8777 -0.8332 0.1444 -0.2634 0.1962 0.2787 0.47
H 1.4765 0.7730 -0.2979 -0.4062 0.0251 0.5823 0.46
H -0.6292 2.4847 -0.8349 -0.0908 0.0460 0.0157 0.40
H -0.7385 2.1264 0.7669 -0.0296 0.1814 -0.0712 0.40
H 2.5847 -1.2753 2.4503 0.0104 -0.1403 -0.1628 0.51
H 2.1820 -2.5458 1.6656 0.0175 -0.3074 0.2024 0.50
O 2.4919 -1.6453 1.5615 -0.0104 0.3265 -0.0599 -0.96
```
Positions in Å, forces in eV/Å.

Output
HOMO-LUMO gap = 11.228 eV
Spin multiplicity = 1
Total charge = +1
E_HOMO = -14.268 eV

Below is 2 unconnected molecules or ions with the total composition C3H11N2O at a distorted geometry, with properties calculated with ωB97M-V/def2-TZVPD.

```
17
Properties=species:S:1:pos:R:3:forces:R:3:nbo_charge:R:1
C -0.4412 0.0161 1.8406 0.5720 2.4879 1.3199 -0.44
C -0.3485 -1.7365 0.0315 -1.2066 1.5418 -0.1699 -0.43
C 1.4064 -0.2350 0.3965 -0.0885 -0.3074 1.1468 0.17
N -0.5882 1.7435 -2.0993 -0.1679 4.0784 0.3987 -0.34
N 0.2979 -0.6577 0.8173 0.2642 -0.8307 -0.8118 -0.21
O -0.0165 1.0448 -1.1088 -0.2021 -0.8533 0.2211 -0.75
H -1.0807 0.7910 1.3377 0.2482 -0.9756 0.6645 0.26
H -0.9433 -0.6674 2.5096 -0.4730 -0.2561 -0.3203 0.24
H 0.2882 0.5708 2.5291 -0.9200 -0.6511 -1.1671 0.24
H 0.4131 -2.4135 -0.3144 -0.0276 -0.6726 0.3659 0.23
H -1.1787 -2.0975 0.6705 0.6821 -0.4128 -0.7928 0.23
H -0.7203 -1.2034 -0.8841 -0.0559 -0.5750 0.9187 0.26
H 1.9331 -0.7965 -0.2937 0.6921 -0.8418 -1.6936 0.20
H 1.9261 0.5335 0.8758 0.3714 1.3515 0.6608 0.21
H 0.0779 2.1371 -2.7481 1.1043 -0.1174 -0.5177 0.37
H -1.2465 1.3103 -2.7442 -0.7350 -0.5744 0.5252 0.38
H -0.9664 2.7152 -1.7208 -0.0576 -2.3915 -0.7486 0.38
```
Positions in Å, forces in eV/Å.

Output
HOMO-LUMO gap = 9.702 eV
Spin multiplicity = 1
Total charge = +1
E_HOMO = -13.353 eV

Below is 2 unconnected molecules or ions with the total composition C3H11N2O at a distorted geometry, with properties calculated with ωB97M-V/def2-TZVPD.

```
17
Properties=species:S:1:pos:R:3:forces:R:3:nbo_charge:R:1
C -2.1979 -1.4756 -1.3798 1.6430 -0.5572 1.8370 -0.62
C -0.7827 -0.9448 -1.1850 1.3403 1.0452 -0.3876 -0.22
N -0.6930 0.4865 -0.8115 -1.8653 1.8267 0.6318 -0.51
C 0.2959 1.1396 -0.1966 -1.7748 -4.4168 -0.1517 0.39
N 1.2726 0.4163 0.2389 4.0312 2.4744 1.7027 -0.71
H -2.5524 -1.8120 -0.3700 -0.2820 0.3706 -1.2293 0.23
H -2.0430 -2.3057 -2.0370 -0.3331 -0.8290 -0.1514 0.25
H -2.8106 -0.7986 -1.9024 -0.9970 0.9516 -0.3139 0.23
H -0.1759 -0.9849 -2.0996 -0.2200 -0.4344 0.1117 0.22
H -0.2563 -1.4719 -0.4042 0.0176 -0.6650 0.1290 0.19
H -1.6236 0.8994 -0.6876 0.6437 0.2785 -0.5497 0.42
H 0.2149 2.1130 0.1727 -0.2390 1.6272 -0.1645 0.24
H 2.0635 0.8781 0.7644 -1.3326 -0.3377 -0.5968 0.46
H 1.4235 -0.5533 0.2999 -0.6457 -1.3830 -0.7329 0.43
H 2.6987 2.2238 3.1066 -0.3759 -0.8369 -0.9586 0.49
H 2.6877 0.8921 3.6714 -0.1397 -0.7694 -0.2105 0.49
O 2.4787 1.2981 2.8200 0.5293 1.6551 1.0346 -0.97
```
Positions in Å, forces in eV/Å.

Output
HOMO-LUMO gap = 11.449 eV
Spin multiplicity = 1
Total charge = +1
E_HOMO = -14.833 eV

Below is 2 unconnected molecules or ions with the total composition C3H11N2O at a distorted geometry, with properties calculated with ωB97M-V/def2-TZVPD.

```
17
Properties=species:S:1:pos:R:3:forces:R:3:nbo_charge:R:1
C 1.9324 -0.3356 -0.3723 0.2234 -1.9765 -0.3154 -0.68
C 0.7280 0.4708 -0.1203 0.1268 0.0244 -0.2704 -0.03
C 0.1975 0.7069 1.0957 -0.6780 0.7005 0.4099 0.04
N 0.3869 0.0585 2.2646 0.7742 -0.2352 0.4261 -0.76
N -0.2123 0.6088 -1.3024 0.2979 -0.5366 0.4771 -0.71
H 2.7367 -0.1054 0.3176 0.1261 0.3878 -0.0504 0.25
H 2.2976 -0.3102 -1.4033 0.0520 0.5841 0.1357 0.24
H 1.7829 -1.4269 -0.2453 -0.2181 0.2185 0.1181 0.23
H -0.4363 1.5756 1.2878 -0.6114 -0.3996 -0.6427 0.21
H 0.9714 -0.7462 2.4391 0.0827 0.1294 -0.5634 0.41
H -0.0242 0.4221 3.1039 0.0249 0.3078 -0.0111 0.41
H 0.1530 0.4467 -2.2397 0.9288 -0.0043 0.1797 0.44
H -0.7112 1.4892 -1.4068 -0.3195 0.0895 0.5566 0.43
H -0.8345 -0.2165 -1.1457 -0.5846 0.7404 -0.7165 0.47
H -3.0389 -0.8072 -1.7686 0.2105 -0.6447 -0.2756 0.49
H -2.5716 -0.5602 -0.4070 -0.0547 -0.6683 0.3690 0.47
O -2.3911 -1.1741 -1.1403 -0.3813 1.2827 0.1733 -0.92
```
Positions in Å, forces in eV/Å.

Output
HOMO-LUMO gap = 8.889 eV
Spin multiplicity = 1
Total charge = +1
E_HOMO = -12.323 eV

The records above give, respectively, energy relative to the best compared isomer or geometry (same formula, charge and spin) values of 8.42; 33.67; 20.95; 12.82; 24.57; 12.03; 48.13; 73.68; 25.53; 105.88; 28.23; 51.89 kcal per mole.